Record 1
Molecular formula: C37H37FFeN5O4
Method: DFT, ωB97M-V with the def2-TZVPD basis set

Element x y z (Å)
Fe: 0.096 0.166 -0.221
F: 0.661 -6.517 0.063
O: 0.036 0.637 -4.183
O: 0.569 0.768 -2.018
O: -0.158 -1.719 -0.822
O: -1.901 0.516 -0.514
N: -0.165 2.061 0.868
N: 2.005 -0.832 0.342
N: 1.230 -3.274 -4.343
N: -3.491 2.078 -0.544
N: -0.084 -0.302 1.674
C: 0.947 -1.972 -4.214
C: 3.141 -0.967 -0.342
C: 2.129 -2.810 -6.634
C: -2.937 0.988 -2.646
C: -0.902 0.421 2.423
C: -1.786 2.790 2.476
C: 1.599 -3.852 -5.665
C: -1.713 4.079 1.960
C: 3.989 -2.057 -0.120
C: 2.495 -2.841 1.562
C: 0.051 -2.008 3.274
C: 0.297 -2.156 -1.909
C: -2.719 1.183 -1.168
C: 0.788 -5.713 -1.007
C: 1.997 -6.057 -4.578
C: 0.897 3.545 -0.726
C: 1.695 -1.754 1.289
C: 0.432 -4.402 -0.914
C: 3.663 -3.002 0.825
C: -1.389 -0.095 3.613
C: -0.937 -1.352 4.001
C: 0.490 -1.417 2.099
C: 0.333 0.131 -3.108
C: 0.537 -1.367 -3.059
C: -0.074 3.303 0.385
C: 1.300 -6.256 -2.182
C: 1.089 -4.110 -3.235
C: -0.852 4.337 0.915
C: -4.453 2.938 -1.221
C: 1.447 -5.474 -3.305
C: -1.005 1.811 1.898
C: 0.598 -3.578 -2.034
C: -2.539 3.554 -2.760
C: 3.506 0.077 -1.352
C: -3.772 4.057 -2.010
C: 2.606 -4.970 -5.446
C: -2.791 2.257 -3.528
H: -3.685 2.377 -4.144
H: -2.226 0.234 -2.967
H: 0.028 -3.986 -0.002
H: 2.989 1.011 -1.148
H: -2.311 4.874 2.387
H: -1.717 3.400 -2.055
H: 2.222 -3.551 2.329
H: 2.893 -5.375 -6.416
H: 0.570 3.042 -1.637
H: 1.040 -1.356 -5.095
H: -5.061 2.322 -1.886
H: 1.581 -7.302 -2.202
H: 1.190 -6.548 -5.130
H: -1.956 2.078 -4.202
H: -1.303 -1.791 4.919
H: -2.069 0.464 4.240
H: -3.317 2.198 0.443
H: -3.495 4.877 -1.341
H: -2.430 2.560 3.314
H: 0.480 -2.929 3.640
H: 4.583 0.238 -1.350
H: 0.685 -4.289 -6.079
H: 3.211 -0.240 -2.354
H: 4.903 -2.137 -0.694
H: -3.933 0.549 -2.756
H: -0.759 5.334 0.505
H: 1.021 4.609 -0.913
H: 1.864 3.111 -0.467
H: 2.971 -2.261 -6.206
H: -4.500 4.458 -2.719
H: -5.127 3.340 -0.466
H: 2.483 -3.328 -7.524
H: 2.729 -6.830 -4.340
H: 1.370 -2.099 -6.957
H: 4.311 -3.849 1.006
H: 3.507 -4.558 -4.981
H: -2.199 4.326 -3.452

Summary:
E_LUMO (spin up / spin down): -2.72 / -2.73 eV
Highest occupied orbital energy (spin up / spin down): -10.53 / -10.51 eV
Charge: +1
Gap between HOMO and LUMO (spin up / spin down): 7.80 / 7.78 eV

Löwdin atomic charge list, values in e, 2 entries:
1. Fe 0.621
2. F 0.074

***

Record 2
Molecular formula: C37H37N3P2Sr
Method: DFT, ωB97M-V with the def2-TZVPD basis set

Element x y z (Å)
Sr: 0.321 -0.797 5.909
P: 2.222 0.506 -3.876
P: 0.138 -2.490 -3.602
N: 0.376 -0.031 8.216
N: -0.018 -0.932 12.499
N: 0.073 0.626 10.563
C: -2.306 -0.075 6.682
C: 3.474 3.082 -0.942
C: -0.787 -3.634 -4.717
C: -2.405 -0.375 5.368
C: 2.752 1.309 -5.473
C: -0.947 -5.855 -5.704
C: -1.962 -3.271 -5.392
C: 0.030 -0.212 11.569
C: -2.613 -4.188 -6.222
C: 2.271 1.932 -2.717
C: -0.896 -2.532 -2.071
C: -2.468 1.309 7.256
C: 1.277 2.919 -2.667
C: 2.496 0.353 5.656
C: -2.114 -5.479 -6.382
C: -1.900 2.472 6.409
C: -0.509 -1.659 -1.037
C: 3.515 3.165 -6.846
C: -2.752 -3.293 -0.708
C: 2.471 4.057 -0.890
C: -1.238 -1.606 0.151
C: -0.567 2.215 5.745
C: -2.362 -2.428 0.317
C: -2.753 0.605 4.266
C: -2.025 -3.345 -1.901
C: -0.404 1.736 4.483
C: 1.379 3.972 -1.754
C: 0.251 0.258 9.348
C: 0.461 0.295 -4.218
C: -0.283 -4.940 -4.886
C: 3.091 1.017 -7.867
C: 2.729 0.498 -6.624
C: -0.286 -0.847 -4.232
C: 3.147 2.651 -5.598
C: 3.490 2.353 -7.981
C: 3.374 2.023 -1.844
C: -1.551 1.313 3.600
H: -1.314 -0.782 -4.613
H: 2.547 4.880 -0.178
H: -2.369 -1.444 5.041
H: 3.824 4.207 -6.928
H: -0.932 -0.929 0.949
H: 2.741 -0.172 4.725
H: 0.425 2.876 -3.340
H: 4.335 3.151 -0.278
H: 4.155 1.264 -1.885
H: 3.065 0.381 -8.750
H: -1.919 1.286 8.203
H: 0.596 4.730 -1.721
H: -1.085 0.665 2.843
H: -2.388 -2.280 -5.274
H: 2.404 -0.539 -6.540
H: 3.157 3.304 -4.728
H: 0.626 -5.239 -4.364
H: -3.497 1.595 7.538
H: 2.614 1.425 5.616
H: -2.628 -6.193 -7.025
H: 0.545 1.916 3.962
H: -2.929 -2.393 1.249
H: -3.495 1.365 4.562
H: -3.626 -3.934 -0.583
H: -2.347 -4.010 -2.699
H: -2.221 -0.883 7.441
H: -3.520 -3.883 -6.742
H: -0.015 1.228 -4.558
H: -1.739 3.300 7.118
H: 3.782 2.756 -8.952
H: -2.695 2.841 5.737
H: 0.356 -1.010 -1.181
H: 0.302 2.657 6.248
H: 2.846 -0.096 6.595
H: -3.232 0.033 3.454
H: -2.004 2.115 2.988
H: -0.561 -6.867 -5.816

Summary:
Energy relative to the best compared isomer or geometry (same formula, charge and spin): 75.34 kJ/mol
E_LUMO: -0.99 eV
Highest occupied orbital energy: -6.73 eV
Gap between HOMO and LUMO: 5.74 eV

Löwdin atomic charge list, values in e, 2 entries:
1. Sr 1.376
2. P 1.006

***

Record 3
Molecular formula: C37H38BiCl4N2O2P2Si2
Method: DFT, ωB97M-V with the def2-TZVPD basis set

Element x y z (Å)
Bi: -0.887 1.435 2.116
Cl: -6.386 0.890 -1.945
Cl: -2.241 4.479 -1.632
Cl: -5.439 -0.424 0.684
Cl: -4.484 2.994 -3.404
P: -0.007 -1.226 1.060
P: 0.674 1.122 -1.018
Si: 1.886 4.066 -0.440
Si: -0.820 -1.503 4.103
O: -2.839 0.706 1.706
O: -1.727 2.978 0.854
N: 1.030 2.625 -0.728
N: -0.351 -0.893 2.617
C: -4.492 0.765 -0.062
C: -2.525 0.186 -3.403
C: -0.859 -2.913 -1.029
C: -3.124 3.116 -1.013
C: -3.513 -2.667 -0.385
C: -3.149 -3.358 -1.539
C: -1.816 -3.388 -1.917
C: 1.312 4.840 1.092
C: 1.580 5.433 -1.634
C: -3.385 1.276 0.586
C: -1.151 -2.272 0.188
C: 3.813 -2.086 1.559
C: 1.652 -3.474 0.770
C: 4.441 -0.357 -1.380
C: 3.372 0.432 -1.086
C: -2.598 -2.036 4.493
C: 3.793 3.961 -0.109
C: 0.014 1.339 -3.752
C: -4.905 1.445 -1.248
C: 1.534 -2.130 1.090
C: -2.089 0.507 -4.722
C: 3.002 -1.786 -2.610
C: -0.412 0.958 -2.458
C: -0.756 1.013 -4.859
C: 2.869 -4.158 0.767
C: -1.630 0.263 -2.344
C: -0.338 -0.339 5.554
C: -4.135 2.483 -1.741
C: -2.738 2.510 0.168
C: -2.540 -2.120 0.439
C: 4.279 -1.458 -2.186
C: -0.003 0.348 0.391
C: 1.914 -1.039 -2.229
C: 0.086 -3.105 4.610
C: 2.126 0.152 -1.524
C: 3.968 -3.424 1.224
C: 2.661 -1.398 1.479
H: -0.545 -0.930 6.508
H: 1.021 -1.284 -2.650
H: 1.143 -2.956 4.530
H: -2.728 0.288 -5.575
H: 0.313 5.053 0.969
H: -3.453 -0.284 -3.283
H: -4.563 -2.574 -0.125
H: -3.972 -3.727 -2.168
H: 5.132 -2.060 -2.474
H: -2.952 -2.672 3.716
H: -1.665 -3.762 -2.906
H: 4.962 -3.882 1.114
H: 0.707 -0.071 5.521
H: 0.164 -3.027 -1.355
H: 3.510 1.270 -0.484
H: -1.927 -0.193 -1.395
H: 4.524 3.437 -0.881
H: -1.006 0.548 5.648
H: 5.486 -0.216 -0.891
H: 0.765 -4.022 0.396
H: 4.783 -1.632 1.894
H: -0.193 -4.008 4.054
H: -2.792 -1.494 1.311
H: 2.379 6.225 -1.564
H: 1.426 5.117 -2.663
H: 0.682 5.868 -1.301
H: -2.670 -2.609 5.412
H: 1.061 1.650 -3.926
H: 3.958 5.038 -0.165
H: 2.922 -5.191 0.449
H: -0.298 1.154 -5.804
H: 3.886 3.773 0.999
H: -0.079 -3.311 5.723
H: 1.360 4.208 2.068
H: 2.656 -0.349 1.585
H: 1.882 5.700 1.226
H: -3.318 -1.181 4.545
H: 2.771 -2.657 -3.213

Summary:
Energy relative to the best compared isomer or geometry (same formula, charge and spin): 130.07 kJ/mol
E_LUMO: 2.45 eV
Highest occupied orbital energy: -4.93 eV
Charge: -1
Gap between HOMO and LUMO: 7.38 eV

Löwdin atomic charge list, values in e, 2 entries:
1. Bi 1.699
2. Cl 0.635

***

Record 4
Molecular formula: C37H38BrCl2N5O5Pd
Method: DFT, ωB97M-V with the def2-TZVPD basis set

Element x y z (Å)
Pd: 0.384 0.618 0.217
Br: -1.605 -2.733 6.575
Cl: -4.917 -1.671 0.871
Cl: -3.918 5.060 -2.299
O: 1.074 1.858 -1.471
O: 0.664 -0.283 -1.887
O: 0.551 0.024 2.711
O: -0.417 -1.570 0.865
O: 1.058 2.454 -4.066
N: 2.753 2.662 0.909
N: -1.804 -3.480 0.126
N: 4.605 1.269 0.718
N: -2.762 -4.928 1.476
N: 2.448 0.394 0.525
C: 1.123 0.903 3.696
C: 3.271 1.416 0.698
C: -3.162 -0.180 -0.462
C: 5.231 -0.032 0.442
C: -0.766 2.463 0.536
C: -2.305 1.100 1.895
C: -1.395 2.296 -3.774
C: -0.469 -1.265 4.467
C: -2.552 -4.544 -2.046
C: 1.335 1.115 -3.736
C: -1.750 -3.227 3.803
C: 1.017 0.856 -2.277
C: -2.452 -4.424 -0.660
C: 4.323 -0.872 -0.426
C: -3.798 -6.428 -0.302
C: 5.529 2.385 0.978
C: -3.892 -6.536 -1.670
C: -0.692 -1.856 2.114
C: 4.855 3.500 1.743
C: -2.528 2.976 -3.308
C: -1.728 1.443 0.640
C: -2.012 -3.809 1.384
C: -3.064 -5.348 0.183
C: 3.581 3.866 1.017
C: -1.602 0.925 -4.400
C: -0.138 4.298 -3.317
C: -1.273 4.960 -2.884
C: -0.185 -1.004 3.142
C: -0.180 2.976 -3.727
C: 2.969 -0.943 0.239
C: -3.281 0.155 1.962
C: -2.191 0.801 -0.534
C: -2.473 4.277 -2.858
C: -3.697 -0.494 0.773
C: -3.278 -5.607 -2.533
C: -1.242 -2.374 4.783
C: -1.491 -2.982 2.472
H: 5.522 4.358 1.801
H: 1.786 0.342 4.351
H: -1.097 0.110 -3.875
H: -3.532 -0.671 -1.355
H: 5.908 2.764 0.028
H: -3.065 -5.379 2.322
H: 4.225 -0.412 -1.413
H: 0.805 0.395 -4.348
H: 1.688 1.639 3.138
H: 3.017 4.613 1.570
H: -1.226 5.995 -2.560
H: -1.999 1.638 2.786
H: 3.045 -1.509 1.173
H: -1.823 1.140 -1.497
H: 6.374 1.988 1.537
H: -2.669 0.695 -4.419
H: -0.088 -0.640 5.263
H: -0.502 3.029 1.423
H: -1.256 0.916 -5.435
H: -2.068 -3.830 -2.705
H: 2.254 -1.463 -0.394
H: 4.624 3.179 2.762
H: -0.954 -2.330 0.235
H: -2.353 -4.078 4.103
H: 4.742 -1.870 -0.553
H: 6.174 0.162 -0.066
H: -3.493 2.475 -3.331
H: 2.402 0.972 -3.891
H: -4.448 -7.360 -2.099
H: -4.270 -7.147 0.357
H: 1.841 2.773 0.519
H: -3.380 -5.740 -3.602
H: 5.459 -0.543 1.381
H: 3.813 4.280 0.032
H: -3.760 -0.088 2.904
H: 0.826 4.797 -3.330
H: 0.342 1.386 4.285
H: -0.614 2.952 -0.420

Summary:
E_LUMO (spin up / spin down): -8.29 / -8.06 eV
Highest occupied orbital energy (spin up / spin down): -12.74 / -12.75 eV
Charge: +2
Gap between HOMO and LUMO (spin up / spin down): 4.46 / 4.69 eV

Löwdin atomic charge list, values in e, 2 entries:
1. Pd 1.142
2. Br 0.828

***

Record 5
Molecular formula: C37H38KN4O5P
Method: DFT, ωB97M-V with the def2-TZVPD basis set

Element x y z (Å)
K: -0.895 -2.589 -1.226
P: 1.900 -1.091 2.815
O: -3.561 2.051 0.773
O: -2.812 -3.757 -1.634
O: 1.767 -3.370 -0.671
O: 1.187 -1.508 -1.758
O: -3.398 -4.204 -3.755
N: -2.906 -2.493 1.684
N: 2.371 0.714 -0.627
N: -2.254 0.151 1.004
N: -1.219 0.644 -1.525
C: -1.725 3.076 -2.762
C: -4.186 -1.293 -1.726
C: 4.322 -2.375 -0.235
C: 2.373 4.884 -0.335
C: -2.806 -4.207 3.351
C: -5.132 -2.016 -3.811
C: 2.411 2.113 -0.553
C: 3.293 4.273 -1.179
C: -3.007 -0.120 2.204
C: 0.521 0.099 3.033
C: -2.284 2.776 -1.534
C: 0.970 -2.676 2.929
C: -0.908 2.137 -3.373
C: 4.203 2.222 -2.329
C: 4.622 0.334 0.149
C: -2.787 -3.244 4.348
C: 1.485 2.746 0.278
C: -0.692 0.938 -2.712
C: 3.421 -0.145 -0.396
C: 1.973 -2.196 -1.040
C: -2.890 -1.561 2.639
C: -4.942 -0.125 -1.788
C: -2.866 -3.776 2.032
C: 5.527 -1.892 0.259
C: 5.661 -0.526 0.457
C: -3.425 -3.528 -2.712
C: 3.302 2.879 -1.318
C: -5.897 -0.860 -3.869
C: -2.674 1.232 0.399
C: 2.560 -1.067 4.545
C: -4.274 -2.248 -2.738
C: -5.800 0.091 -2.857
C: 4.251 5.125 -1.975
C: 3.271 -1.540 -0.580
C: 1.455 4.123 0.375
C: -2.827 -1.908 3.989
C: -2.007 1.546 -0.938
H: 6.335 -2.570 0.508
H: 3.998 5.122 -3.039
H: 1.766 -1.222 5.283
H: 5.209 2.049 -1.936
H: 2.369 5.966 -0.248
H: -0.131 0.083 2.154
H: 4.713 1.393 0.361
H: 0.319 -2.694 3.808
H: 0.361 -2.844 2.039
H: 4.155 -3.439 -0.352
H: -0.052 0.172 -3.144
H: -4.853 0.613 -0.998
H: -3.529 -1.451 -0.877
H: 4.294 2.839 -3.225
H: 0.928 1.108 3.129
H: -6.564 -0.692 -4.708
H: 4.218 6.158 -1.628
H: 3.039 -0.103 4.732
H: 1.501 0.254 -0.895
H: -2.808 -1.128 4.741
H: 1.684 -3.501 2.984
H: -2.944 3.451 -1.007
H: 0.793 2.130 0.840
H: -2.761 -5.263 3.585
H: -2.711 0.525 3.047
H: 0.723 4.601 1.015
H: -6.386 1.002 -2.907
H: 3.803 1.251 -2.619
H: 5.279 4.767 -1.889
H: -2.890 -4.478 1.203
H: -0.444 2.325 -4.333
H: -1.920 4.030 -3.240
H: 3.316 -1.846 4.662
H: -4.076 0.095 2.046
H: -5.171 -2.762 -4.594
H: -0.076 -0.132 3.922
H: 6.574 -0.121 0.882
H: -2.734 -3.530 5.393

Summary:
Energy relative to the best compared isomer or geometry (same formula, charge and spin): 21.20 kJ/mol
E_LUMO: 4.10 eV
Highest occupied orbital energy: -2.56 eV
Charge: -2
Gap between HOMO and LUMO: 6.67 eV

Löwdin atomic charge list, values in e, 2 entries:
1. K 0.851
2. P 0.848

***

| no. | electronic energy (Ha) |
| --- | --- |
| 1 | -3370.45447 |
| 2 | -2309.64796 |
| 3 | -5009.96025 |
| 4 | -5704.46775 |
| 5 | -2969.45665 |